Record 1
Formula: C28H34AsCrI2N9OP
Source: the Open Molecules 2025 dataset
Level of theory: ωB97M-V with the def2-TZVPD basis set

Atoms and positions in Å:
Cr (0.508, 0.862, 0.304)
C (-3.233, 2.615, 3.953)
N (-2.176, 2.651, 2.985)
C (-1.462, 3.754, 2.614)
C (-0.462, 3.319, 1.795)
N (-0.539, 1.971, 1.664)
C (-1.581, 1.564, 2.411)
P (-2.500, 0.025, 1.949)
C (-2.401, 0.259, 0.168)
N (-1.304, 0.528, -0.556)
C (-1.728, 0.740, -1.828)
C (-3.083, 0.609, -1.888)
N (-3.503, 0.302, -0.628)
C (-4.851, 0.111, -0.181)
C (-0.996, -1.041, 2.043)
N (0.153, -0.906, 1.370)
C (0.826, -2.074, 1.557)
C (0.086, -2.924, 2.327)
N (-1.063, -2.264, 2.627)
C (-2.135, -2.697, 3.480)
H (-2.855, 2.869, 4.944)
H (-3.657, 1.613, 3.980)
H (-4.017, 3.325, 3.696)
H (-1.731, 4.741, 2.929)
H (0.287, 3.883, 1.273)
H (-1.037, 0.976, -2.616)
H (-3.770, 0.715, -2.705)
H (-5.480, -0.203, -1.014)
H (-5.254, 1.038, 0.236)
H (-4.868, -0.658, 0.596)
H (1.804, -2.249, 1.159)
H (0.289, -3.923, 2.654)
H (-1.834, -3.588, 4.027)
H (-3.030, -2.925, 2.895)
H (-2.383, -1.908, 4.194)
I (-0.042, 5.052, -2.410)
C (0.987, 3.304, -2.957)
C (1.522, 3.096, -4.216)
C (2.203, 1.927, -4.495)
I (2.977, 1.673, -6.446)
C (2.356, 0.908, -3.526)
C (3.134, -0.258, -3.653)
C (3.145, -1.164, -2.605)
C (2.372, -0.944, -1.477)
N (1.647, 0.162, -1.290)
C (1.693, 1.093, -2.285)
C (1.071, 2.328, -1.960)
O (0.610, 2.485, -0.769)
H (1.420, 3.859, -4.971)
H (3.738, -0.423, -4.532)
H (3.749, -2.055, -2.660)
H (2.350, -1.671, -0.678)
C (4.342, 0.936, 4.252)
N (3.758, 1.110, 2.952)
C (4.386, 1.576, 1.837)
C (3.446, 1.600, 0.848)
N (2.256, 1.152, 1.340)
C (2.478, 0.873, 2.614)
H (5.349, 0.533, 4.158)
H (3.731, 0.243, 4.828)
H (4.393, 1.887, 4.785)
H (5.422, 1.847, 1.823)
H (3.560, 1.906, -0.173)
H (1.742, 0.509, 3.307)
C (-2.124, -2.528, -3.217)
As (-0.567, -2.603, -2.004)
C (-1.027, -4.354, -1.198)
C (0.692, -3.296, -3.350)
H (-2.197, -3.446, -3.800)
H (-2.024, -1.686, -3.902)
H (-3.045, -2.403, -2.646)
H (-1.252, -5.091, -1.966)
H (-1.898, -4.248, -0.551)
H (-0.202, -4.726, -0.591)
H (0.258, -4.105, -3.933)
H (1.593, -3.666, -2.864)
H (0.982, -2.500, -4.034)

Results
Spin multiplicity   5
Max |F|   0.05867 Eh/bohr
Total charge   +1
HOMO level (spin up / spin down)   -6.4 / -8.6 eV
Calculated total energy   -5872.2897 a.u.
<S²>   6.043
Kohn-Sham gap (spin up / spin down)   3.39 / 5.45 eV

Per-atom natural (NBO) charges, elementary charge units: 1.4199, -0.4084, -0.3071, -0.0549, -0.0251, -0.5136, 0.0804, 0.7826, 0.0524, -0.4690, -0.0188, -0.0506, -0.3024, -0.4105, 0.1062, -0.5132, -0.0464, -0.0579, -0.3139, -0.4104, 0.2257, 0.2230, 0.2288, 0.2410, 0.2623, 0.2602, 0.2425, 0.2380, 0.2186, 0.2219, 0.2374, 0.2410, 0.2374, 0.2232, 0.2213, 0.1169, -0.1986, -0.2847, -0.1553, 0.1235, -0.1140, -0.2871, -0.2580, -0.0272, -0.6543, 0.1464, 0.2078, -0.7665, 0.2372, 0.2242, 0.2173, 0.1660, -0.4038, -0.3061, -0.0680, -0.0388, -0.5213, 0.2074, 0.2293, 0.2185, 0.2206, 0.2382, 0.2477, 0.2072, -0.9473, 0.8566, -0.9492, -0.9379, 0.2221, 0.2272, 0.2088, 0.2217, 0.2087, 0.2190, 0.2145, 0.2272, 0.2426

Record 2
Formula: C28H34F3N2PPdS
Source: the Open Molecules 2025 dataset
Level of theory: ωB97M-V with the def2-TZVPD basis set

Atoms and positions in Å:
Pd (-0.204, -0.241, -0.035)
F (-3.719, 3.608, 0.945)
C (-4.324, 2.947, -0.057)
F (-5.091, 1.993, 0.495)
F (-5.169, 3.829, -0.641)
C (-3.341, 2.392, -1.053)
C (-3.304, 2.903, -2.335)
C (-2.379, 2.421, -3.252)
C (-1.528, 1.419, -2.829)
N (-1.561, 0.911, -1.600)
C (-2.427, 1.388, -0.683)
S (-2.239, 0.689, 0.897)
H (-3.997, 3.683, -2.617)
H (-2.326, 2.806, -4.260)
H (-0.795, 0.984, -3.499)
C (1.759, -3.702, 3.209)
C (0.829, -3.136, 2.140)
C (0.865, -3.992, 0.873)
P (1.026, -1.369, 1.660)
C (1.220, -0.424, 3.224)
C (1.500, 1.042, 2.905)
C (-0.047, -0.567, 4.068)
C (2.700, -1.242, 0.916)
C (3.872, -1.597, 1.567)
C (5.126, -1.466, 0.974)
C (6.374, -1.882, 1.696)
C (5.189, -0.944, -0.321)
C (4.053, -0.556, -0.992)
C (2.786, -0.691, -0.385)
N (1.633, -0.275, -0.990)
C (1.734, 0.315, -2.283)
C (1.622, -0.499, -3.408)
C (1.442, -1.983, -3.262)
C (1.679, 0.105, -4.660)
C (1.838, 1.479, -4.807)
C (1.856, 2.112, -6.172)
C (1.940, 2.253, -3.658)
C (1.882, 1.695, -2.385)
C (1.967, 2.549, -1.153)
H (1.384, -4.672, 3.542)
H (1.839, -3.063, 4.089)
H (2.761, -3.868, 2.811)
H (-0.198, -3.153, 2.523)
H (1.870, -4.000, 0.443)
H (0.175, -3.619, 0.114)
H (0.592, -5.023, 1.104)
H (2.076, -0.837, 3.768)
H (0.671, 1.481, 2.341)
H (2.413, 1.165, 2.320)
H (1.614, 1.602, 3.835)
H (-0.921, -0.217, 3.514)
H (0.037, 0.040, 4.971)
H (-0.232, -1.596, 4.377)
H (3.825, -1.979, 2.580)
H (6.183, -2.047, 2.756)
H (7.155, -1.126, 1.604)
H (6.773, -2.811, 1.282)
H (6.155, -0.830, -0.800)
H (4.119, -0.135, -1.986)
H (0.632, -2.210, -2.566)
H (2.344, -2.457, -2.866)
H (1.214, -2.441, -4.223)
H (1.594, -0.521, -5.543)
H (2.309, 1.449, -6.909)
H (2.416, 3.047, -6.167)
H (0.843, 2.337, -6.514)
H (2.057, 3.328, -3.746)
H (1.960, 3.605, -1.418)
H (2.880, 2.345, -0.588)
H (1.126, 2.353, -0.480)

Results
Spin multiplicity   3
Max |F|   0.00891 Eh/bohr
HOMO level (spin up / spin down)   -6.3 / -7.2 eV
Calculated total energy   -2363.9503 a.u.
<S²>   2.037
Kohn-Sham gap (spin up / spin down)   6.81 / 5.39 eV

Per-atom natural (NBO) charges, elementary charge units: 0.5201, -0.3189, 0.9844, -0.3153, -0.3348, -0.2378, -0.1210, -0.2967, 0.0736, -0.5380, 0.1125, -0.2887, 0.2327, 0.2210, 0.2065, -0.6153, -0.5207, -0.6101, 0.9534, -0.5145, -0.6173, -0.6176, -0.3804, -0.1501, -0.0091, -0.6351, -0.1928, -0.2346, 0.2035, -0.4701, 0.1669, -0.0350, -0.6380, -0.2213, -0.0080, -0.6287, -0.2158, -0.0285, -0.6406, 0.2185, 0.2094, 0.2069, 0.2342, 0.2070, 0.2255, 0.2154, 0.2099, 0.2318, 0.2121, 0.2147, 0.2304, 0.2172, 0.2062, 0.2025, 0.2171, 0.2232, 0.2252, 0.2138, 0.2305, 0.2312, 0.2193, 0.2175, 0.2076, 0.2163, 0.2164, 0.2190, 0.2080, 0.2188, 0.2190, 0.2353

Q: Number 1 is which compound?
A: C28H34AsCrI2N9OP